Entry 1:
{"formula": "C26H23ClN2OPPb", "method": "the ωB97M-V functional and the def2-TZVPD basis", "spin_multiplicity": 1, "e_homo_ev": [-16.559, -16.501], "charge": 3, "total_energy_ha": -2182.62608, "homo_lumo_gap_ev": [2.699, 2.581], "species": ["Pb", "Cl", "C", "O", "P", "C", "C", "C", "C", "C", "C", "C", "C", "H", "H", "H", "H", "H", "C", "C", "C", "C", "C", "H", "H", "H", "H", "H", "C", "C", "C", "C", "C", "H", "H", "H", "H", "H", "H", "H", "N", "C", "N", "C", "C", "C", "C", "C", "C", "H", "H", "H", "H", "H", "H"], "xyz": [[-1.22, 1.29, 0.29], [-2.63, -0.35, -1.02], [0.66, 0.63, 2.33], [1.49, 0.51, 3.11], [0.94, -0.55, -0.82], [1.41, 0.56, -2.21], [2.51, -0.98, -0.02], [0.33, -2.09, -1.59], [2.98, -2.30, 0.08], [4.19, -2.56, 0.72], [4.95, -1.53, 1.26], [4.48, -0.21, 1.18], [3.27, 0.06, 0.56], [2.39, -3.12, -0.34], [4.55, -3.59, 0.78], [5.91, -1.74, 1.73], [5.07, 0.60, 1.60], [2.91, 1.09, 0.50], [0.49, 1.53, -2.68], [0.85, 2.41, -3.69], [2.11, 2.32, -4.30], [3.02, 1.36, -3.85], [2.68, 0.49, -2.80], [-0.53, 1.59, -2.27], [0.13, 3.17, -4.02], [2.37, 2.99, -5.12], [4.00, 1.28, -4.31], [3.41, -0.23, -2.45], [0.58, -2.43, -2.92], [0.11, -3.64, -3.44], [-0.64, -4.50, -2.65], [-0.94, -4.15, -1.32], [-0.46, -2.96, -0.80], [1.15, -1.74, -3.56], [0.34, -3.90, -4.47], [-0.99, -5.45, -3.05], [-1.54, -4.81, -0.70], [-0.73, -2.67, 0.22], [-3.09, 2.59, -3.13], [-3.35, 1.88, -3.15], [-4.95, 1.21, 2.53], [-4.12, 0.71, 1.61], [-2.84, 0.94, 1.95], [-2.86, 1.63, 3.18], [-1.83, 2.16, 3.97], [-2.19, 2.79, 5.17], [-3.54, 2.92, 5.54], [-4.57, 2.44, 4.71], [-4.18, 1.80, 3.55], [-5.96, 1.18, 2.51], [-4.45, 0.19, 0.73], [-0.80, 2.08, 3.64], [-1.42, 3.18, 5.85], [-3.81, 3.40, 6.48], [-5.63, 2.52, 4.92]]}

Entry 2:
{"formula": "C26H23F26N6O2", "method": "the ωB97M-V functional and the def2-TZVPD basis", "spin_multiplicity": 1, "e_homo_ev": -10.980, "charge": 1, "total_energy_ha": -4079.85924, "homo_lumo_gap_ev": 7.113, "species": ["F", "C", "F", "F", "C", "F", "F", "C", "F", "F", "C", "F", "F", "C", "F", "F", "C", "F", "F", "C", "F", "F", "C", "F", "F", "C", "C", "F", "F", "C", "F", "F", "C", "F", "F", "C", "F", "F", "F", "C", "N", "C", "N", "C", "C", "C", "C", "N", "C", "N", "H", "H", "H", "H", "H", "H", "H", "H", "H", "C", "C", "O", "N", "C", "H", "H", "H", "H", "H", "H", "H", "C", "C", "O", "N", "C", "H", "H", "H", "H", "H", "H", "H"], "xyz": [[3.22, 2.56, 3.47], [2.61, 1.75, 2.60], [3.45, 1.45, 1.63], [2.27, 0.65, 3.27], [1.31, 2.50, 2.10], [1.56, 3.81, 2.14], [0.33, 2.21, 2.96], [0.90, 2.08, 0.67], [1.79, 2.51, -0.21], [0.97, 0.71, 0.69], [-0.58, 2.44, 0.31], [-1.38, 1.48, 0.81], [-0.88, 3.57, 0.95], [-0.88, 2.72, -1.19], [-2.14, 3.16, -1.26], [-0.12, 3.72, -1.61], [-0.66, 1.51, -2.16], [0.43, 0.80, -1.86], [-0.45, 2.05, -3.36], [-1.90, 0.57, -2.32], [-2.68, 1.15, -3.25], [-2.68, 0.53, -1.22], [-1.58, -0.85, -2.88], [-0.78, -0.68, -3.94], [-2.75, -1.28, -3.40], [-1.00, -1.88, -1.87], [0.26, -2.67, -2.32], [0.00, -3.19, -3.52], [0.45, -3.71, -1.49], [1.60, -1.90, -2.31], [1.71, -1.08, -3.36], [1.73, -1.24, -1.16], [2.84, -2.87, -2.38], [3.15, -3.30, -1.17], [2.61, -3.90, -3.21], [4.12, -2.13, -2.93], [4.27, -0.93, -2.37], [4.13, -2.07, -4.24], [5.17, -2.87, -2.55], [-2.08, -3.01, -1.69], [-3.03, -2.38, -0.77], [-2.12, -1.90, 0.15], [-2.27, -1.87, 1.43], [-1.25, -1.42, 2.35], [-1.49, -0.38, 3.21], [-0.47, -0.08, 4.04], [0.72, -0.76, 4.03], [0.95, -1.75, 3.17], [-0.04, -2.04, 2.37], [-0.96, -1.49, -0.47], [-2.47, -3.52, -2.56], [-1.72, -3.83, -1.08], [-3.67, -1.70, -1.17], [-3.16, -2.19, 1.80], [-2.42, 0.16, 3.22], [-0.59, 0.73, 4.74], [1.49, -0.48, 4.73], [0.12, -2.84, 1.66], [-0.67, -0.54, -0.25], [-7.52, 0.22, -6.56], [-7.36, -0.94, -5.61], [-8.31, -1.45, -5.04], [-6.10, -1.43, -5.41], [-4.85, -0.97, -5.98], [-8.57, 0.48, -6.61], [-6.96, 1.08, -6.20], [-7.17, -0.05, -7.56], [-6.08, -2.20, -4.77], [-4.39, -1.79, -6.54], [-4.19, -0.66, -5.18], [-5.01, -0.13, -6.66], [5.50, 1.47, 6.21], [5.17, 2.01, 7.58], [4.36, 1.47, 8.31], [5.82, 3.13, 7.98], [6.82, 3.91, 7.26], [4.90, 0.58, 6.04], [5.26, 2.20, 5.44], [6.56, 1.20, 6.14], [5.56, 3.44, 8.91], [7.74, 3.94, 7.83], [6.46, 4.93, 7.13], [7.02, 3.48, 6.29]]}

Entry 3:
{"formula": "C26H23F3N2O2", "method": "the ωB97M-V functional and the def2-TZVPD basis", "spin_multiplicity": 1, "e_homo_ev": -4.408, "total_energy_ha": -1563.99060, "homo_lumo_gap_ev": 1.787, "species": ["F", "C", "F", "F", "C", "C", "C", "C", "C", "C", "N", "C", "C", "H", "H", "H", "H", "H", "C", "O", "C", "C", "C", "C", "C", "C", "C", "N", "C", "C", "C", "C", "C", "C", "C", "O", "C", "C", "H", "H", "H", "H", "H", "H", "H", "H", "H", "H", "H", "H", "H", "H", "H", "H", "H", "H"], "xyz": [[6.36, 3.39, -3.79], [6.06, 2.21, -3.16], [6.77, 1.23, -3.79], [6.56, 2.31, -1.89], [4.58, 1.93, -3.15], [4.13, 0.62, -3.10], [2.77, 0.36, -3.04], [1.80, 1.42, -2.99], [0.42, 1.18, -2.83], [-0.52, 2.20, -2.93], [-1.42, 2.96, -3.02], [2.32, 2.75, -3.09], [3.68, 2.99, -3.14], [4.84, -0.20, -3.13], [2.40, -0.67, -3.04], [0.05, 0.16, -2.72], [1.62, 3.59, -3.13], [4.05, 4.01, -3.19], [4.28, -0.62, 3.50], [3.63, -1.57, 2.63], [2.30, -1.45, 2.37], [1.74, -2.43, 1.51], [0.42, -2.34, 1.12], [-0.38, -1.23, 1.49], [-1.70, -1.11, 0.90], [-2.36, 0.06, 0.68], [-3.82, 0.15, 0.38], [-4.61, -1.12, 0.59], [-5.15, -1.38, 1.81], [-5.74, -2.61, 2.05], [-5.80, -3.58, 1.04], [-5.23, -3.27, -0.20], [-4.64, -2.03, -0.40], [-1.58, 1.34, 0.50], [-2.09, 2.57, 1.21], [-0.57, 1.42, -0.20], [0.15, -0.34, 2.46], [1.47, -0.42, 2.88], [5.30, -0.98, 3.54], [4.25, 0.39, 3.08], [3.83, -0.63, 4.51], [2.38, -3.24, 1.17], [-0.03, -3.12, 0.51], [-2.18, -2.05, 0.64], [-4.29, 0.93, 0.99], [-3.97, 0.44, -0.68], [-5.05, -0.58, 2.54], [-6.15, -2.79, 3.05], [-6.27, -4.55, 1.22], [-5.23, -3.97, -1.03], [-4.17, -1.71, -1.33], [-2.97, 2.39, 1.82], [-1.28, 2.95, 1.84], [-2.31, 3.34, 0.45], [-0.52, 0.41, 2.91], [1.87, 0.30, 3.59]]}

Entry 4:
{"formula": "C26H23F4N2", "method": "the ωB97M-V functional and the def2-TZVPD basis", "spin_multiplicity": 1, "e_homo_ev": -10.583, "charge": 1, "total_energy_ha": -1513.25547, "relative_energy_ev": 0.0000, "homo_lumo_gap_ev": 5.019, "species": ["F", "C", "C", "C", "F", "C", "C", "C", "C", "C", "C", "C", "C", "F", "C", "C", "F", "C", "C", "H", "H", "H", "H", "H", "H", "H", "H", "H", "C", "C", "C", "C", "N", "C", "C", "C", "C", "C", "C", "N", "C", "H", "H", "H", "H", "H", "H", "H", "H", "H", "H", "H", "H", "H", "H"], "xyz": [[5.67, 2.09, 2.05], [4.83, 1.89, 0.97], [5.04, 2.62, -0.19], [4.12, 2.42, -1.23], [4.27, 3.18, -2.37], [3.08, 1.50, -1.16], [2.96, 0.68, -0.01], [2.11, -0.48, 0.06], [2.25, -1.42, 1.10], [1.54, -2.62, 1.25], [1.73, -3.57, 2.32], [1.08, -4.82, 2.22], [1.23, -5.76, 3.23], [0.56, -6.96, 3.12], [2.02, -5.55, 4.36], [2.67, -4.32, 4.43], [3.47, -4.08, 5.53], [2.57, -3.33, 3.45], [3.80, 0.97, 1.11], [5.85, 3.34, -0.27], [2.41, 1.37, -2.01], [1.59, -0.78, -0.86], [3.04, -1.24, 1.83], [0.84, -2.92, 0.47], [0.45, -5.03, 1.36], [2.11, -6.30, 5.14], [3.11, -2.39, 3.56], [3.72, 0.42, 2.04], [-3.84, 3.22, 0.29], [-2.68, 2.41, 0.86], [-1.95, 1.63, -0.17], [-2.52, 1.38, -1.44], [-3.76, 1.84, -1.75], [-4.63, 2.43, -0.76], [-4.46, 1.43, -2.96], [-3.50, 1.19, -4.12], [-2.33, 0.30, -3.72], [-1.77, 0.62, -2.37], [-0.54, 0.11, -1.95], [-0.02, 0.33, -0.74], [-0.71, 1.06, 0.13], [-4.53, 3.51, 1.09], [-3.45, 4.13, -0.19], [-1.98, 3.07, 1.38], [-3.08, 1.71, 1.62], [-5.25, 1.65, -0.27], [-5.31, 3.10, -1.31], [-5.06, 0.51, -2.76], [-5.16, 2.24, -3.20], [-4.07, 0.73, -4.94], [-3.13, 2.17, -4.47], [-2.66, -0.75, -3.74], [-1.53, 0.39, -4.48], [0.06, -0.51, -2.62], [-0.26, 1.19, 1.11]]}

Entry 5:
{"formula": "C26H23IN4O4STi", "method": "the ωB97M-V functional and the def2-TZVPD basis", "spin_multiplicity": 1, "e_homo_ev": -8.200, "total_energy_ha": -3070.03149, "relative_energy_ev": 0.0000, "homo_lumo_gap_ev": 7.474, "species": ["Ti", "C", "C", "N", "C", "C", "C", "O", "C", "C", "N", "C", "C", "C", "C", "C", "C", "I", "C", "O", "H", "H", "H", "H", "H", "H", "H", "H", "H", "H", "H", "H", "C", "C", "C", "C", "C", "C", "C", "S", "O", "O", "N", "C", "C", "C", "C", "C", "N", "H", "H", "H", "H", "H", "H", "H", "H", "H", "H", "H"], "xyz": [[-0.99, 1.09, -0.83], [-1.14, -3.47, -0.38], [-0.62, -2.77, 0.83], [-0.14, -3.48, 1.83], [0.23, -2.84, 2.96], [0.08, -1.50, 3.17], [0.42, -0.89, 4.50], [-0.72, -0.39, 5.19], [-0.42, -0.71, 2.10], [-0.78, 0.68, 2.28], [-1.07, 1.40, 1.26], [-1.71, 2.66, 1.18], [-2.01, 3.59, 2.17], [-2.77, 4.67, 1.78], [-3.23, 4.79, 0.46], [-2.90, 3.85, -0.50], [-2.09, 2.77, -0.15], [-3.11, 0.50, -2.40], [-0.70, -1.34, 0.89], [-1.07, -0.70, -0.19], [-0.79, -4.50, -0.39], [-2.24, -3.47, -0.36], [-0.86, -2.96, -1.30], [0.64, -3.47, 3.74], [0.95, -1.63, 5.11], [1.08, -0.03, 4.39], [-1.36, -1.11, 5.27], [-0.91, 1.06, 3.29], [-1.69, 3.46, 3.20], [-3.04, 5.43, 2.51], [-3.85, 5.64, 0.19], [-3.30, 3.94, -1.50], [2.84, -5.00, 0.48], [2.61, -3.63, -0.08], [2.06, -3.45, -1.35], [1.76, -2.18, -1.82], [2.01, -1.09, -1.01], [2.58, -1.24, 0.24], [2.89, -2.50, 0.70], [1.65, 0.54, -1.55], [1.07, 1.22, -0.34], [2.82, 1.17, -2.07], [0.41, 0.41, -2.53], [0.21, 1.62, -3.23], [0.59, 1.88, -4.53], [0.31, 3.13, -5.05], [-0.34, 4.07, -4.26], [-0.70, 3.73, -2.97], [-0.43, 2.52, -2.48], [2.83, -5.76, -0.31], [2.04, -5.24, 1.19], [3.79, -5.06, 1.01], [1.85, -4.32, -1.96], [1.30, -2.05, -2.79], [2.76, -0.37, 0.86], [3.32, -2.63, 1.68], [1.10, 1.11, -5.10], [0.59, 3.37, -6.06], [-0.56, 5.06, -4.63], [-1.21, 4.42, -2.31]]}

Entry 6:
{"formula": "C26H23N3O3PS5V", "method": "the ωB97M-V functional and the def2-TZVPD basis", "spin_multiplicity": 3, "e_homo_ev": [-1.046, -1.032], "charge": -2, "total_energy_ha": -4671.08959, "relative_energy_ev": 1.8099, "homo_lumo_gap_ev": [5.376, 5.361], "species": ["V", "S", "C", "S", "S", "S", "C", "C", "C", "C", "C", "C", "S", "H", "H", "H", "H", "O", "C", "O", "C", "P", "C", "C", "C", "C", "C", "C", "C", "C", "C", "C", "C", "C", "H", "H", "H", "H", "H", "H", "H", "H", "H", "H", "H", "H", "C", "N", "C", "C", "C", "N", "C", "O", "N", "H", "H", "H", "H", "H", "H", "H"], "xyz": [[1.80, 0.06, -0.06], [1.88, 4.63, 0.61], [1.92, 2.95, 0.40], [1.60, 2.21, -1.11], [2.18, 1.82, 1.65], [4.10, 0.15, -0.59], [4.17, -0.37, -2.24], [5.40, -0.40, -2.91], [5.48, -0.80, -4.23], [4.33, -1.16, -4.93], [3.11, -1.15, -4.27], [3.01, -0.78, -2.93], [1.45, -0.86, -2.13], [6.29, -0.10, -2.37], [6.45, -0.84, -4.73], [4.40, -1.45, -5.97], [2.20, -1.43, -4.79], [1.99, -3.60, 1.66], [1.52, -2.57, 1.20], [2.18, -1.50, 0.94], [0.01, -2.49, 0.94], [-0.54, -0.73, 1.07], [-2.28, -1.20, 1.58], [-3.40, -1.08, 0.77], [-4.64, -1.53, 1.18], [-4.81, -2.11, 2.43], [-3.70, -2.23, 3.26], [-2.46, -1.79, 2.84], [-0.05, -0.23, 2.78], [-0.71, 0.93, 3.21], [-0.38, 1.56, 4.39], [0.63, 1.04, 5.18], [1.28, -0.12, 4.79], [0.95, -0.75, 3.60], [-0.52, -3.17, 1.61], [-0.19, -2.78, -0.10], [-3.29, -0.63, -0.21], [-5.50, -1.44, 0.52], [-5.78, -2.46, 2.75], [-3.81, -2.68, 4.24], [-1.62, -1.91, 3.51], [-1.50, 1.32, 2.57], [-0.90, 2.47, 4.68], [0.90, 1.54, 6.11], [2.07, -0.52, 5.41], [1.47, -1.66, 3.33], [-1.43, 0.00, -4.00], [-1.65, 0.97, -2.95], [-1.82, 2.28, -3.25], [-1.93, 3.21, -2.28], [-1.85, 2.75, -0.94], [-1.85, 1.46, -0.65], [-1.64, 0.54, -1.61], [-1.52, -0.67, -1.37], [-1.94, 3.63, 0.08], [-2.36, -0.21, -4.54], [-1.06, -0.91, -3.54], [-0.67, 0.36, -4.70], [-1.84, 2.53, -4.31], [-2.02, 4.26, -2.51], [-1.39, 4.48, -0.05], [-1.72, 3.20, 0.97]]}

Entry 7:
{"formula": "C26H23N5O5RuS2", "method": "the ωB97M-V functional and the def2-TZVPD basis", "spin_multiplicity": 2, "e_homo_ev": [-10.377, -10.385], "charge": 1, "total_energy_ha": -2545.72347, "relative_energy_ev": 1.2518, "homo_lumo_gap_ev": [7.994, 6.806], "species": ["Ru", "C", "N", "C", "C", "N", "C", "C", "C", "C", "C", "C", "N", "C", "N", "C", "C", "C", "C", "C", "C", "N", "H", "H", "H", "H", "H", "H", "H", "H", "H", "H", "H", "H", "H", "H", "H", "O", "C", "O", "C", "C", "C", "C", "O", "C", "O", "C", "C", "H", "H", "H", "H", "H", "C", "O", "C", "S", "S", "H", "H", "H"], "xyz": [[0.47, 0.91, -0.06], [-0.19, -1.80, -1.03], [-0.25, -1.05, 0.24], [0.42, -1.66, 1.43], [0.76, -0.53, 2.36], [1.13, 0.67, 1.91], [1.38, 1.44, 3.04], [1.79, 2.77, 3.13], [1.98, 3.27, 4.40], [1.77, 2.48, 5.55], [1.37, 1.16, 5.46], [1.18, 0.66, 4.17], [0.78, -0.58, 3.71], [-0.44, -0.80, -2.13], [-0.18, 0.48, -1.98], [-0.41, 1.08, -3.22], [-0.25, 2.41, -3.62], [-0.51, 2.69, -4.94], [-0.93, 1.69, -5.84], [-1.09, 0.38, -5.45], [-0.81, 0.10, -4.12], [-0.83, -1.09, -3.39], [-0.90, -2.63, -1.06], [0.82, -2.19, -1.14], [-1.21, -0.80, 0.47], [1.34, -2.12, 1.08], [-0.20, -2.42, 1.90], [1.96, 3.36, 2.24], [2.29, 4.30, 4.53], [1.94, 2.92, 6.52], [1.22, 0.56, 6.34], [0.59, -1.39, 4.27], [0.07, 3.16, -2.92], [-0.40, 3.70, -5.30], [-1.13, 1.96, -6.87], [-1.40, -0.39, -6.15], [-1.05, -2.00, -3.75], [-1.42, 1.44, 0.71], [-1.32, 2.62, 0.20], [-0.24, 2.88, -0.43], [-2.38, 3.62, 0.36], [-3.51, 3.31, 1.10], [-4.53, 4.24, 1.28], [-4.35, 5.47, 0.69], [-5.18, 6.54, 0.73], [-4.56, 7.57, -0.05], [-3.30, 7.06, -0.50], [-3.22, 5.78, -0.05], [-2.20, 4.89, -0.23], [-3.60, 2.32, 1.53], [-5.42, 4.02, 1.85], [-4.40, 8.44, 0.57], [-5.19, 7.80, -0.91], [-1.31, 5.13, -0.79], [4.29, -1.41, 1.69], [3.44, -0.78, 0.72], [3.69, 0.52, 0.44], [4.98, 1.34, 0.98], [2.62, 1.14, -0.81], [3.95, -2.44, 1.74], [4.21, -0.92, 2.66], [5.33, -1.37, 1.37]]}

Entry 8:
{"formula": "C26H24BrCl2FGaN4O7", "method": "the ωB97M-V functional and the def2-TZVPD basis", "spin_multiplicity": 1, "e_homo_ev": -3.204, "charge": -1, "total_energy_ha": -7270.04794, "relative_energy_ev": 0.0000, "homo_lumo_gap_ev": 4.796, "species": ["Ga", "F", "C", "C", "C", "C", "O", "C", "C", "N", "C", "C", "C", "C", "C", "C", "N", "C", "C", "N", "C", "C", "C", "O", "O", "H", "H", "H", "H", "H", "H", "H", "H", "H", "H", "H", "H", "H", "H", "H", "H", "H", "H", "C", "H", "H", "Br", "C", "C", "N", "C", "C", "C", "C", "O", "O", "H", "H", "H", "Cl", "C", "Cl", "C", "O", "O", "H"], "xyz": [[-1.89, 0.81, 4.75], [2.24, -2.98, 0.84], [1.71, -1.74, 0.63], [1.13, -1.08, 1.67], [0.63, 0.22, 1.47], [-0.06, 0.90, 2.56], [-0.21, 0.30, 3.65], [-0.53, 2.22, 2.28], [-0.38, 2.71, 1.02], [0.23, 2.07, 0.00], [0.31, 2.68, -1.31], [0.62, 4.14, -1.40], [1.66, 3.13, -1.79], [0.74, 0.80, 0.21], [1.30, 0.08, -0.86], [1.80, -1.20, -0.66], [2.35, -1.94, -1.70], [1.89, -3.27, -2.02], [0.83, -3.19, -3.12], [1.21, -2.34, -4.28], [2.02, -1.11, -4.00], [2.98, -1.28, -2.83], [-1.17, 3.16, 3.29], [-1.28, 4.33, 2.97], [-1.54, 2.66, 4.42], [1.05, -1.52, 2.65], [-0.75, 3.70, 0.81], [-0.35, 2.24, -2.04], [0.78, 4.68, -0.48], [0.11, 4.70, -2.17], [2.49, 3.00, -1.12], [1.88, 2.99, -2.84], [1.28, 0.50, -1.85], [1.44, -3.76, -1.17], [2.75, -3.88, -2.34], [-0.07, -2.75, -2.68], [0.56, -4.17, -3.52], [0.15, -1.88, -4.61], [1.65, -2.90, -4.99], [1.30, -0.32, -3.79], [2.54, -0.86, -4.92], [3.35, -0.31, -2.52], [3.84, -1.89, -3.14], [-3.40, 0.06, 3.93], [-3.73, -0.90, 4.35], [-4.23, 0.76, 3.88], [-3.08, -0.63, 1.37], [-2.97, -1.27, -0.47], [-3.64, -2.43, -0.85], [-3.61, -2.95, -2.07], [-2.86, -2.32, -2.98], [-2.15, -1.16, -2.72], [-2.23, -0.62, -1.44], [-1.23, -0.56, -3.75], [-0.92, -1.35, -4.74], [-0.75, 0.55, -3.56], [-4.24, -2.96, -0.11], [-2.82, -2.76, -3.97], [-1.68, 0.29, -1.21], [-0.57, 3.25, 7.49], [0.67, 2.04, 7.12], [1.53, 2.44, 5.61], [0.10, 0.61, 7.06], [0.70, -0.21, 7.73], [-0.93, 0.39, 6.34], [1.41, 2.08, 7.91]]}